Entry 1:
This record from OMol25 describes a molecular structure, C7H25BeN12O9. The level of theory is ωB97M-V with the def2-TZVPD basis set.

Last column: Mulliken charge in e.
CARTESIAN COORDINATES (ANGSTROEM)
Be (0.58, 0.54, -0.10)  1.6687
O (2.17, 4.37, -0.74)  -0.4549
C (1.75, 3.12, -0.78)  0.7013
O (2.45, 2.19, -0.31)  -0.6529
O (0.68, 2.75, -1.36)  -0.7179
H (1.46, 4.76, -1.25)  0.3377
C (-2.42, 1.61, 1.91)  0.5588
O (-1.30, 1.44, 1.29)  -0.5480
N (-3.52, 0.90, 1.74)  -0.4295
N (-2.47, 2.31, 2.95)  -0.4546
H (-3.37, 0.22, 1.02)  0.2505
H (-4.32, 1.12, 2.33)  0.1508
H (-3.36, 2.50, 3.40)  0.1409
H (-1.57, 2.70, 3.19)  0.2738
C (-0.71, -2.49, 0.64)  0.5074
O (-0.34, -1.77, -0.28)  -0.4379
N (-1.55, -2.16, 1.52)  -0.2217
N (-0.18, -3.65, 0.97)  -0.3624
H (-2.31, -1.53, 1.27)  0.1229
H (-1.60, -2.75, 2.34)  0.1747
H (-0.66, -4.16, 1.71)  0.1042
H (0.48, -4.20, 0.44)  0.2125
C (2.89, -2.10, -0.36)  0.4494
O (2.58, -0.91, -0.16)  -0.5722
N (3.43, -2.78, 0.73)  -0.4285
N (2.69, -2.68, -1.46)  -0.2170
H (3.56, -3.78, 0.74)  0.1639
H (3.91, -2.13, 1.33)  0.2609
H (2.36, -2.14, -2.25)  0.1395
H (2.84, -3.67, -1.60)  0.1735
C (1.16, 0.03, 3.46)  0.5002
O (1.03, 0.34, 2.24)  -0.4855
N (0.85, -1.23, 3.85)  -0.4228
N (1.59, 0.83, 4.44)  -0.4037
H (0.91, -1.43, 4.84)  0.1680
H (0.35, -1.77, 3.16)  0.1783
H (1.95, 1.74, 4.19)  0.2718
H (1.65, 0.46, 5.37)  0.1529
C (0.97, -0.01, -3.59)  0.5200
O (0.71, -0.27, -2.44)  -0.3548
N (1.12, 1.16, -4.10)  -0.3294
N (1.28, -0.98, -4.38)  -0.3900
H (0.91, 1.94, -3.49)  0.2616
H (1.31, 1.17, -5.09)  0.1284
H (1.45, -0.55, -5.28)  0.0885
H (1.49, -1.95, -4.20)  0.1870
C (-2.54, 1.32, -1.90)  0.4327
O (-1.67, 0.90, -1.13)  -0.3432
N (-3.54, 2.09, -1.53)  -0.3701
N (-2.46, 1.25, -3.21)  -0.3974
H (-3.64, 2.39, -0.57)  0.1754
H (-4.08, 2.66, -2.17)  0.1760
H (-3.35, 1.04, -3.63)  0.1672
H (-1.57, 1.24, -3.70)  0.1947

The net charge is +1. Its energy above the lowest of the compared OMol25 structures with the same formula, charge and spin is 101.1 kcal/mol. The lowest unoccupied orbital energy comes out at -2.11 eV. The calculation puts the gap between HOMO and LUMO at 8.110 eV.

Entry 2:
This record from OMol25 describes a single C17H23NO4 molecule. The level of theory is ωB97M-V with the def2-TZVPD basis set.

Last column: Mulliken charge in e.
CARTESIAN COORDINATES (ANGSTROEM)
C (-2.03, -1.99, 3.81)  -0.8805
O (-2.21, -2.20, 2.42)  -0.5775
C (-1.35, -1.49, 1.61)  0.2455
C (-0.10, -1.99, 1.23)  0.7640
C (0.28, -3.39, 1.68)  -1.5755
C (0.77, -1.22, 0.46)  0.6949
O (2.04, -1.78, 0.26)  -0.4858
C (2.69, -1.49, -0.99)  -1.1931
C (3.69, -0.39, -0.84)  -0.4111
C (4.25, 0.24, -1.92)  1.1080
C (5.16, 1.41, -1.68)  -1.2188
C (3.91, -0.22, -3.35)  -1.2374
C (0.37, 0.03, -0.02)  -0.2262
C (-0.91, 0.50, 0.25)  -0.7859
C (-1.72, -0.26, 1.10)  0.4695
C (-3.04, 0.44, 1.24)  -0.6746
N (-2.83, 1.63, 0.36)  0.1675
C (-3.85, 2.70, 0.25)  -0.7694
C (-4.33, 2.78, -1.18)  -0.3971
O (-3.37, 3.36, -2.07)  -0.5984
C (-1.59, 1.67, -0.19)  0.5246
O (-1.15, 2.56, -0.94)  -0.8589
H (-3.02, -1.86, 4.25)  0.3098
H (-1.50, -2.86, 4.26)  0.2872
H (-1.48, -1.07, 3.99)  0.3608
H (-0.47, -4.12, 1.33)  0.3146
H (1.28, -3.68, 1.34)  0.3487
H (0.21, -3.44, 2.77)  0.2535
H (3.20, -2.39, -1.36)  0.4393
H (1.91, -1.19, -1.71)  0.5347
H (3.90, -0.05, 0.17)  0.2497
H (4.76, 2.33, -2.13)  0.3030
H (5.30, 1.62, -0.57)  0.2888
H (6.14, 1.16, -2.12)  0.3153
H (3.25, -1.07, -3.32)  0.2936
H (3.38, 0.58, -3.91)  0.2924
H (4.80, -0.48, -3.92)  0.3680
H (1.03, 0.62, -0.67)  0.6344
H (-3.89, -0.16, 0.88)  0.2352
H (-3.23, 0.70, 2.29)  0.3378
H (-3.35, 3.64, 0.53)  0.3068
H (-4.69, 2.48, 0.93)  0.4112
H (-4.58, 1.79, -1.50)  0.2897
H (-5.23, 3.41, -1.20)  0.3341
H (-2.43, 3.14, -1.82)  0.4077

The net charge is 0. Its energy above the lowest of the compared OMol25 structures with the same formula, charge and spin is 75.2 kcal/mol. The lowest unoccupied orbital energy comes out at 0.52 eV. The calculation puts the gap between HOMO and LUMO at 9.292 eV. Its SMILES is COc1c(C)c(OCC=C(C)C)cc2c1CN(CCO)C2=O.

Entry 3:
This record from OMol25 describes a gas-phase ion, C4H9N2 (charge +1). The level of theory is ωB97M-V with the def2-TZVPD basis set.

Last column: Mulliken charge in e.
CARTESIAN COORDINATES (ANGSTROEM)
C (-0.40, -1.31, -0.17)  -0.2852
C (2.22, 0.51, 0.50)  -1.0482
C (1.52, 0.28, -0.72)  0.2604
C (-2.15, 0.31, 0.35)  -0.8306
N (0.38, -0.34, -0.87)  -0.0681
N (-1.54, -1.02, 0.29)  0.0193
H (2.09, -0.29, 1.24)  0.3753
H (3.27, 0.84, 0.19)  0.2920
H (1.89, 0.66, -1.73)  0.3557
H (1.77, 1.27, 1.09)  0.3531
H (-3.20, 0.16, -0.18)  0.2965
H (-2.42, 0.51, 1.40)  0.2811
H (-1.65, 1.02, -0.14)  0.3941
H (0.38, -0.78, -1.82)  0.2917
H (-2.15, -1.82, 0.57)  0.3129

The net charge is +1. Its energy above the lowest of the compared OMol25 structures with the same formula, charge and spin is 92.7 kcal/mol. The lowest unoccupied orbital energy comes out at -4.50 eV. The calculation puts the gap between HOMO and LUMO at 8.838 eV.

Entry 4:
This record from OMol25 describes 2 unconnected molecules or ions with the total composition C15H11ClN3O8S. The level of theory is ωB97M-V with the def2-TZVPD basis set.

Last column: Mulliken charge in e.
CARTESIAN COORDINATES (ANGSTROEM)
O (-7.34, -1.66, -0.54)  -0.5949
N (-6.75, -0.56, -0.53)  0.9319
O (-7.35, 0.54, -0.64)  -0.5980
C (-5.34, -0.53, -0.37)  0.0003
C (-4.68, 0.71, -0.26)  -0.5077
C (-3.34, 0.76, 0.11)  -0.4064
C (-2.60, -0.43, 0.29)  -0.2256
S (-0.82, -0.41, 0.52)  1.6864
C (-0.03, 0.26, -0.92)  -0.4958
Cl (0.06, -0.52, -2.48)  -0.1864
O (-0.56, 0.53, 1.59)  -0.6623
O (-0.40, -1.79, 0.61)  -0.7805
C (-3.27, -1.66, 0.20)  -0.4608
C (-4.61, -1.71, -0.15)  -0.4633
H (-5.27, 1.60, -0.44)  0.4327
H (-2.87, 1.72, 0.26)  0.4526
H (-0.71, 1.13, -1.08)  0.3829
H (-2.73, -2.58, 0.40)  0.4432
H (-5.14, -2.66, -0.23)  0.4368
O (5.29, 3.75, 1.70)  -0.6215
N (4.80, 2.75, 2.27)  0.9470
O (5.26, 2.35, 3.37)  -0.6219
C (3.75, 2.03, 1.63)  -0.0042
C (3.30, 0.84, 2.26)  -0.5722
C (2.57, -0.06, 1.51)  -0.3218
C (2.36, 0.18, 0.13)  0.7690
C (2.05, -0.90, -0.77)  -0.9607
C (3.01, -1.29, -1.70)  -0.4816
N (2.77, -2.38, -2.55)  0.9502
O (3.56, -2.71, -3.48)  -0.6599
O (1.69, -3.01, -2.36)  -0.5240
C (2.62, 1.46, -0.41)  -0.2801
C (3.32, 2.40, 0.33)  -0.6598
H (3.63, 0.58, 3.26)  0.4180
H (2.28, -1.01, 1.94)  0.4439
H (1.41, -1.69, -0.36)  0.6013
H (4.08, -1.03, -1.53)  0.3333
H (2.35, 1.67, -1.44)  0.4402
H (3.65, 3.34, -0.12)  0.4194

The net charge is -1. The lowest unoccupied orbital energy comes out at 0.83 eV. The calculation puts the gap between HOMO and LUMO at 5.631 eV.

> Look up the gap between HOMO and LUMO of the fourth one.

5.631 eV

> net charge of number 2 (C17H23NO4)?

0

> The highest gap between HOMO and LUMO belongs to which entry?

C17H23NO4